Entry 1:
C23H37Br2I2N3PRu as an isolated structure in a non-equilibrium geometry. Source: the Open Molecules 2025 dataset; level of theory: wB97M-V/def2-TZVPD.

Cartesian coordinates (Å):
C: -0.674924 -3.842632 4.312325
H: -6.707122 -3.083623 0.642497
H: 2.678792 -2.608176 -0.138344
C: -5.745621 -2.596156 0.716216
C: -4.134391 3.007332 0.920085
H: 3.622586 2.689958 -1.729264
I: -0.801092 0.405370 3.209189
C: -3.608770 -2.100581 -0.139230
C: 1.783145 2.710812 1.226195
H: -0.618980 -1.958550 5.381916
H: 1.951645 -0.989120 -3.480875
N: -3.283359 -1.336266 0.901591
H: 1.281352 4.672607 -0.465349
C: -0.356912 1.524249 -2.961964
C: 3.936127 -0.502686 -1.420446
H: 3.809354 0.664856 1.056330
C: 1.992574 2.676480 -0.282163
C: 0.976125 -0.521671 -3.386090
H: 2.423894 2.038764 1.784100
H: -1.109403 0.866172 -2.524354
H: 3.635254 4.000489 -0.580945
C: 2.090668 1.687098 -3.609992
H: 1.666412 -2.115800 -1.478103
H: -0.435875 2.493254 -2.483537
H: -0.612949 -4.458312 5.199577
C: 1.030419 0.903809 -2.865988
H: -3.725440 4.010370 0.844862
Br: -3.049067 1.879630 -0.255519
H: 1.884038 1.603699 -4.679687
N: 0.141485 0.496648 -0.134893
P: 1.444721 0.891859 -0.921674
H: -0.815884 -4.015450 0.937605
H: 4.472427 0.443132 -1.434592
I: -2.033905 -2.134615 -1.581327
H: 3.814775 -1.059677 1.309323
C: -5.423703 -1.819014 1.818978
H: 2.332493 -0.162174 1.625678
H: 2.088222 2.747472 -3.376554
C: 2.764745 -0.506634 -0.465950
C: -0.670134 -2.454773 4.423934
H: 0.743833 2.497077 1.478020
H: 0.320467 -1.153699 -2.788198
H: 1.165059 3.810324 -1.973812
C: -0.754109 -4.421454 3.054171
H: -5.158691 2.966404 0.559718
C: 3.197652 -0.227532 0.964088
C: 3.430565 2.933952 -0.687988
C: -0.745720 -1.737966 3.250567
H: 0.007127 3.486266 -0.651982
H: 3.088859 1.278936 -3.461255
H: 3.659553 -0.779844 -2.433102
H: 2.011933 3.721339 1.569167
H: -0.780070 -5.494747 2.944838
C: 1.046889 3.699672 -0.900185
H: 4.647606 -1.258409 -1.079570
H: -0.605328 1.670156 -4.013416
H: -5.002962 -3.355119 -1.175478
C: -4.804656 -2.756603 -0.298837
Ru: -1.447059 -0.370378 0.514419
H: 0.546583 -0.491326 -4.389271
N: -0.802371 -2.270707 2.037179
C: -0.800331 -3.600532 1.937396
C: 2.003131 -1.826349 -0.487247
H: -6.129294 -1.672722 2.620915
C: -4.179947 -1.213450 1.885077
H: 4.148310 2.408089 -0.064402
Br: -4.073523 2.414614 2.748406
H: 1.142825 -1.787689 0.188472
H: -3.890054 -0.616451 2.738747

Forces on atoms 1 to 2 (eV/Å):
0.0 0.1 -0.1
-0.1 0.0 0.0

**2S+1**: 5
**Charge**: +3
**Orbital gap (alpha / beta)**: 7.4 / 6.8 eV
**HOMO (alpha / beta)**: -17.8 / -17.8 eV
**Energy relative to the best compared isomer or geometry (same formula, charge and spin)**: 0.518 eV
**<S²>**: 6.029

How is the electron density shared among the atoms? According to Löwdin, the charges in e are:
1. C 0.005
2. H 0.142
3. H 0.112
4. C 0.021
5. C -0.937
6. H 0.070
7. I 1.095
8. C -0.684
9. C -0.090
10. H 0.121
11. H 0.084
12. N -0.193
13. H 0.112
14. C -0.095
15. C -0.048
16. H 0.076
17. C -0.572
18. C -0.085
19. H 0.064
20. H 0.018
21. H 0.117
22. C -0.054
23. H 0.063
24. H 0.054
25. H 0.138
26. C -0.567
27. H 0.023
28. Br 0.639
29. H 0.118
30. N -0.274
31. P 1.069
32. H 0.106
33. H 0.085
34. I 1.180
35. H 0.113
36. C 0.013
37. H 0.066
38. H 0.078
39. C -0.577
40. C -0.071
41. H 0.028
42. H -0.014
43. H 0.076
44. C -0.001
45. H 0.026
46. C -0.075
47. C -0.050
48. C -0.689
49. H 0.069
50. H 0.084
51. H 0.074
52. H 0.114
53. H 0.131
54. C -0.076
55. H 0.116
56. H 0.116
57. H 0.128
58. C -0.056
59. Ru 0.799
60. H 0.115
61. N -0.079
62. C -0.114
63. C -0.091
64. H 0.135
65. C -0.118
66. H 0.084
67. Br 0.634
68. H 0.030
69. H 0.072

=====

Entry 2:
A single C4H6N2 molecule in a non-equilibrium geometry. Source: the Open Molecules 2025 dataset; level of theory: wB97M-V/def2-TZVPD.

Cartesian coordinates (Å):
H: 0.165405 -1.816089 1.602206
C: 0.489817 -1.135923 -0.558491
C: 0.328581 1.519041 1.013434
H: 0.404128 -0.168273 -0.936480
C: -0.445651 2.212189 0.169751
H: 1.592832 -1.375104 -0.696471
H: 1.199220 1.952422 1.391192
H: -2.051320 3.174984 -0.468527
N: -1.132792 2.741893 -0.684223
C: 0.161569 -0.918038 0.958176
H: -0.067946 -1.858111 -1.111041
N: 0.054506 0.224028 1.465333

Forces on atoms 1 to 2 (eV/Å):
-0.5 0.5 -0.1
2.0 -0.3 2.1

**Charge**: 0
**Orbital gap**: 8.8 eV
**HOMO**: -7.8 eV
**Energy relative to the best compared isomer or geometry (same formula, charge and spin)**: 2.949 eV
**Structure (SMILES)**: C/C=N\C=C=N

How is the electron density shared among the atoms? According to Löwdin, the charges in e are:
1. H 0.105
2. C -0.051
3. C -0.172
4. H 0.020
5. C -0.173
6. H 0.096
7. H 0.085
8. H 0.083
9. N 0.125
10. C -0.179
11. H 0.053
12. N 0.009

=====

Entry 3:
C18H18F5InN3O9S2 as an isolated structure. Source: the Open Molecules 2025 dataset; level of theory: wB97M-V/def2-TZVPD.

Cartesian coordinates (Å):
F: 4.688692 -3.172407 0.081360
C: 4.042311 -3.132535 1.242704
O: 2.120753 -1.830391 -3.743675
H: -2.217786 0.849068 -2.461822
C: -5.250172 -0.155249 -2.651271
H: -5.306497 -0.602449 -1.655706
S: 2.155843 -0.339745 3.512102
C: 3.054373 3.813143 1.568343
C: 2.669468 -3.017887 3.631443
F: 3.067367 -5.307928 3.933181
O: 2.932168 2.857295 2.645494
C: 3.891114 -4.275334 2.001885
H: 3.963181 3.549069 1.033239
O: 0.016374 3.397879 4.631533
O: 1.241251 4.663837 0.275636
H: -4.819449 0.848006 -2.603053
H: -6.517092 0.251148 -4.365671
C: 0.738497 2.878371 3.669713
S: -4.116605 -1.142918 -3.606182
N: 1.000121 -1.385278 -3.624796
H: -1.038043 1.832595 0.417322
H: -0.900303 3.087343 4.583281
H: 2.221975 4.393480 3.850329
C: 3.517786 -1.949556 1.707165
F: 3.695090 -0.833685 0.941224
C: 2.183042 3.309091 3.750397
H: -7.314939 0.453519 -2.800005
O: 0.124941 -1.394499 -4.470796
H: -2.189776 -2.212114 -2.884459
H: -3.008698 -1.394714 -1.524737
H: -6.997883 -1.169998 -3.432274
O: -3.718810 -0.378667 -4.761340
H: 2.547465 -1.110202 -1.218678
In: 1.793190 0.880744 1.482059
H: 2.605074 2.876565 4.656531
O: 1.625609 2.452796 0.210753
H: -2.344418 0.933235 -0.362796
C: 3.209007 -4.214796 3.202503
H: -1.551388 0.267362 1.068910
F: 4.393061 -5.421092 1.578125
C: 2.812750 -1.854501 2.892390
C: 0.697500 -0.806363 -2.335887
H: -1.481939 -0.001813 -3.798878
N: 0.859541 -0.167644 -0.239995
O: -4.664352 -2.462453 -3.744375
H: 3.134018 4.827645 1.945010
C: -0.362534 0.152042 -0.684066
C: -1.741049 -0.082817 -2.755494
C: -1.391914 0.833896 0.149726
O: 0.292596 2.111136 2.826448
C: -6.606928 -0.156377 -3.357987
C: 1.537006 -0.753388 -1.283301
F: 2.000949 -2.988488 4.777468
C: 1.870751 3.700206 0.619736
N: -0.499887 -0.219915 -1.962717
C: -2.662401 -1.284268 -2.556048

Forces on atoms 1 to 2 (eV/Å):
0.0 0.0 0.1
0.2 0.1 -0.3

**Charge**: +1
**Orbital gap**: 8.6 eV
**HOMO**: -12.1 eV

How is the electron density shared among the atoms? According to Löwdin, the charges in e are:
1. F 0.147
2. C -0.138
3. O 0.129
4. H 0.128
5. C -0.302
6. H 0.103
7. S 0.803
8. C -0.060
9. C -0.236
10. F 0.160
11. O -0.183
12. C -0.128
13. H 0.148
14. O 0.204
15. O 0.141
16. H 0.101
17. H 0.086
18. C -0.455
19. S 0.640
20. N -0.320
21. H 0.090
22. H 0.163
23. H 0.160
24. C -0.220
25. F 0.019
26. C -0.081
27. H 0.082
28. O 0.118
29. H 0.115
30. H 0.107
31. H 0.081
32. O -0.292
33. H 0.131
34. In 0.879
35. H 0.161
36. O -0.113
37. H 0.084
38. C -0.130
39. H 0.106
40. F 0.165
41. C -0.490
42. C -0.100
43. H 0.111
44. N 0.035
45. O -0.286
46. H 0.143
47. C -0.286
48. C -0.125
49. C 0.040
50. O 0.021
51. C -0.106
52. C 0.010
53. F 0.114
54. C -0.564
55. N 0.085
56. C -0.196

=====

| no. | total energy (eV) |
| --- | --- |
| 1 | -197051.077 |
| 2 | -7222.642 |
| 3 | -82278.923 |